Entry 1:
C35H66Cl24I2O6S | ωB97M-V/def2-TZVPD

The geometry in XYZ format:
```
134
C35H66Cl24I2O6S, DFT ωB97M-V/def2-TZVPD
C 2.44 -0.29 3.32
C 1.06 -1.03 2.91
O 0.70 -2.11 3.45
O 0.28 -0.41 1.87
C 0.76 -1.05 0.63
C 1.80 -0.06 -0.12
C 2.93 -0.95 -0.84
C 4.43 -0.42 -0.61
C 5.44 -1.49 0.02
C 5.43 -3.01 -0.49
I 4.18 -4.30 0.80
C 5.13 -3.19 -2.06
C 4.48 -4.66 -2.35
I 7.05 -3.22 -3.17
C 6.88 -0.75 -0.22
O 7.82 -0.82 0.90
S 7.00 -1.72 2.04
O 7.18 -1.32 3.51
O 7.64 -3.11 1.94
O 5.41 -1.53 1.50
H 3.06 -0.02 2.40
H 2.25 0.70 3.87
H 3.05 -0.98 3.99
H -0.17 -1.24 -0.04
H 1.19 -2.09 0.87
H 1.18 0.48 -0.93
H 2.21 0.77 0.54
H 2.73 -0.84 -1.98
H 2.76 -2.05 -0.60
H 4.36 0.44 0.15
H 4.89 0.05 -1.56
H 6.50 -3.41 -0.32
H 4.53 -2.35 -2.53
H 3.38 -4.71 -2.10
H 5.11 -5.50 -1.89
H 4.56 -4.80 -3.49
H 7.46 -1.04 -1.16
H 6.76 0.39 -0.37
Cl 1.35 -0.06 -3.95
C -0.08 -1.09 -4.10
C -1.35 -0.38 -3.66
Cl -1.36 -0.09 -1.90
H 0.09 -2.00 -3.51
H -0.16 -1.38 -5.15
H -2.22 -1.00 -3.89
H -1.47 0.58 -4.16
Cl -2.72 -0.11 0.90
C -3.34 0.36 2.50
C -4.24 -0.70 3.10
Cl -5.78 -0.86 2.22
H -3.87 1.31 2.40
H -2.47 0.52 3.15
H -4.49 -0.44 4.13
H -3.76 -1.68 3.11
Cl 5.06 -0.86 -6.15
C 6.54 -1.21 -7.08
C 6.51 -2.59 -7.70
Cl 6.61 -3.87 -6.46
H 7.40 -1.09 -6.41
H 6.62 -0.46 -7.86
H 7.36 -2.73 -8.36
H 5.60 -2.75 -8.28
Cl -8.68 2.92 0.54
C -8.89 1.40 1.45
C -9.51 1.63 2.81
Cl -8.39 2.49 3.91
H -7.92 0.92 1.52
H -9.55 0.77 0.85
H -9.74 0.67 3.28
H -10.43 2.22 2.75
Cl 3.92 -6.56 3.82
C 5.46 -5.84 4.37
C 6.55 -6.87 4.54
Cl 6.23 -7.97 5.91
H 5.26 -5.30 5.30
H 5.75 -5.11 3.61
H 7.50 -6.38 4.74
H 6.66 -7.48 3.64
Cl -5.62 0.48 6.08
C -5.20 1.82 7.18
C -5.16 3.15 6.46
Cl -3.79 3.26 5.33
H -4.25 1.59 7.65
H -5.97 1.84 7.96
H -5.04 3.96 7.19
H -6.08 3.34 5.90
Cl 3.25 2.50 1.88
C 2.38 4.02 2.17
C 0.88 3.84 2.14
Cl 0.29 3.48 0.50
H 2.72 4.75 1.43
H 2.69 4.38 3.16
H 0.39 4.76 2.46
H 0.56 3.03 2.80
Cl 12.04 -1.68 1.79
C 11.42 -1.21 3.40
C 10.51 -2.27 3.99
Cl 8.96 -2.41 3.10
H 10.91 -0.26 3.29
H 12.29 -1.06 4.04
H 10.27 -2.01 5.03
H 10.99 -3.25 4.00
Cl -11.76 -0.47 0.39
C -11.94 -1.97 1.32
C -12.52 -1.73 2.70
Cl -11.39 -0.86 3.77
H -10.96 -2.45 1.38
H -12.61 -2.62 0.75
H -12.74 -2.68 3.18
H -13.44 -1.15 2.65
Cl -3.96 2.62 -2.37
C -4.84 4.14 -2.08
C -6.34 3.94 -2.10
Cl -6.95 3.57 -3.73
H -4.52 4.87 -2.82
H -4.53 4.50 -1.09
H -6.84 4.86 -1.78
H -6.65 3.14 -1.43
Cl 3.82 2.34 -5.63
C 3.08 3.82 -4.97
C 1.82 4.21 -5.71
Cl 2.15 4.75 -7.38
H 3.83 4.62 -5.02
H 2.86 3.63 -3.92
H 1.33 5.03 -5.20
H 1.12 3.37 -5.76
Cl -10.47 2.69 -6.70
C -9.97 4.01 -5.61
C -10.41 5.37 -6.12
Cl -9.54 5.85 -7.60
H -8.89 3.96 -5.50
H -10.43 3.81 -4.64
H -10.21 6.13 -5.37
H -11.48 5.39 -6.34
```

Calculated values
**Spin multiplicity**: 1
**Orbital gap**: 8.09 eV
**Net charge**: 0


Entry 2:
C6H7NO6P2 | ωB97M-V/def2-TZVPD

The geometry in XYZ format:
```
22
C6H7NO6P2, DFT ωB97M-V/def2-TZVPD
C -3.54 1.00 0.37
C -3.68 -0.38 0.56
C -2.33 1.47 0.02
C -2.60 -1.13 0.62
C -1.20 0.74 -0.02
C -1.22 -0.66 0.28
N -0.27 -1.60 0.19
O 3.86 1.88 1.17
O 3.79 1.02 -1.29
O 4.27 -0.66 0.69
O 2.51 -2.11 -0.28
O 1.47 -0.73 -2.05
O 1.87 0.24 0.34
P 1.39 -1.01 -0.57
P 3.53 0.68 0.34
H -4.47 1.58 0.41
H -4.62 -0.86 0.77
H -2.31 2.51 -0.22
H -2.62 -2.22 0.78
H -0.30 1.22 -0.29
H 3.24 -1.57 0.14
H 3.23 0.61 -1.93
```

Calculated values
**Spin multiplicity**: 1
**Orbital gap**: 6.13 eV
**Net charge**: -2


Entry 3:
C19H43BiOP3SSe | ωB97M-V/def2-TZVPD

The geometry in XYZ format:
```
69
C19H43BiOP3SSe, DFT ωB97M-V/def2-TZVPD
Bi -0.63 0.23 0.23
P 0.20 -2.52 -1.77
P 0.35 -1.97 1.88
P -0.53 1.25 -2.45
H 1.34 5.05 4.60
C 0.47 5.51 4.10
C -0.58 4.76 3.63
H -0.71 3.69 3.87
C 1.94 -2.66 -2.37
C -0.12 -4.24 -1.20
C -0.74 -2.50 -3.35
C 0.63 -1.31 3.57
C -0.77 -3.40 2.16
C 1.97 -2.77 1.52
C -0.62 3.06 -2.20
C -1.92 0.95 -3.63
C 0.98 1.07 -3.51
H 0.58 6.64 4.14
H -1.40 5.26 3.10
H 2.05 -3.51 -3.04
H 2.61 -2.77 -1.52
H 2.22 -1.74 -2.89
H 0.23 -4.94 -1.97
H -1.19 -4.38 -1.03
H 0.41 -4.45 -0.27
H -0.51 -3.39 -3.95
H -0.51 -1.60 -3.94
H -1.82 -2.49 -3.13
H 1.00 -2.13 4.21
H -0.31 -0.92 3.99
H 1.38 -0.50 3.51
H -0.22 -4.15 2.74
H -1.10 -3.84 1.22
H -1.66 -3.07 2.71
H 2.25 -3.37 2.40
H 2.73 -1.99 1.35
H 1.94 -3.41 0.63
H -0.59 3.58 -3.17
H 0.23 3.40 -1.58
H -1.54 3.34 -1.67
H -1.89 1.72 -4.41
H -2.87 1.00 -3.09
H -1.87 -0.05 -4.10
H 0.96 1.89 -4.26
H 1.01 0.10 -4.03
H 1.88 1.16 -2.89
C 2.88 1.87 0.74
C 2.14 2.40 1.81
C 2.43 3.64 2.33
C 3.47 4.41 1.78
C 4.28 3.85 0.77
C 3.97 2.62 0.22
Se 2.33 0.24 -0.01
H -0.70 1.79 1.15
H 1.27 1.86 2.19
H 1.81 4.03 3.12
H 3.68 5.44 2.12
H 5.16 4.40 0.42
H 4.53 2.21 -0.62
C -4.98 -1.54 -1.18
S -3.38 -1.93 -0.47
C -3.74 -1.80 1.30
O -3.10 -3.36 -0.79
H -5.45 -0.76 -0.58
H -5.55 -2.47 -1.14
H -4.82 -1.21 -2.21
H -3.78 -2.80 1.75
H -3.01 -1.18 1.81
H -4.72 -1.30 1.35
```

Calculated values
**Spin multiplicity**: 1
**Orbital gap (spin up / spin down)**: 3.87 / 4.47 eV
**Net charge**: +3
**Energy above the lowest of the compared OMol25 structures with the same formula, charge and spin**: 1.436 eV


Entry 4:
C3H3AgO3 | ωB97M-V/def2-TZVPD

The geometry in XYZ format:
```
10
C3H3AgO3, DFT ωB97M-V/def2-TZVPD
O 0.43 3.79 -0.12
C -0.56 3.22 -0.17
O -1.29 2.30 -0.11
Ag -1.74 0.32 0.19
C -0.09 -0.98 0.76
C 0.63 -1.90 0.01
H -0.11 -1.22 1.84
H 0.70 -2.95 0.32
O 1.20 -1.68 -1.12
H 0.84 -0.91 -1.60
```

Calculated values
**Spin multiplicity**: 3
**Orbital gap (spin up / spin down)**: 10.91 / 7.50 eV
**Expectation value of S²**: 2.014
**Net charge**: +2
**Energy above the lowest of the compared OMol25 structures with the same formula, charge and spin**: 0.000 eV


Entry 5:
C48H69FN7O6P | ωB97M-V/def2-TZVPD

The geometry in XYZ format:
```
132
C48H69FN7O6P, DFT ωB97M-V/def2-TZVPD
C -0.14 5.06 -0.47
C -1.00 3.84 -0.35
O -1.93 3.74 0.38
O -0.58 2.81 -1.18
C -1.57 1.89 -1.50
O -2.00 1.12 -0.71
C -2.03 1.94 -2.94
C -2.03 0.57 -3.54
C -3.14 -0.08 -3.91
C -4.55 0.45 -3.85
C -4.98 1.02 -2.52
C -5.49 2.32 -2.50
C -5.92 2.92 -1.31
C -5.79 2.21 -0.12
C -5.26 0.91 -0.11
C -5.08 0.20 1.20
C -4.89 0.32 -1.32
C -2.98 -1.43 -4.51
O -3.83 -1.91 -5.22
C -1.70 -2.17 -4.29
C -1.66 -3.67 -4.55
C -1.01 -4.04 -5.88
F -2.91 -4.24 -4.48
C -0.59 -1.51 -3.91
P 1.02 -2.31 -3.63
O 2.13 -1.45 -3.19
C -0.68 -0.03 -3.72
O 0.29 0.69 -3.76
H 0.68 4.93 0.24
H 0.29 5.10 -1.47
H -0.74 5.93 -0.22
H -3.00 2.42 -3.02
H -1.32 2.56 -3.48
H -4.73 1.19 -4.63
H -5.20 -0.39 -4.10
H -5.56 2.88 -3.42
H -6.33 3.91 -1.35
H -6.08 2.68 0.81
H -4.33 0.75 1.77
H -6.00 0.20 1.79
H -4.71 -0.80 1.03
H -4.49 -0.69 -1.31
H -1.08 -4.09 -3.73
H -1.77 -4.43 -6.55
H -0.26 -4.81 -5.73
H -0.51 -3.19 -6.34
H 0.74 -3.34 -2.72
H 1.33 -2.95 -4.85
C 1.57 0.99 1.79
C 2.33 1.41 3.04
C 1.88 2.78 3.57
C 2.11 3.80 2.55
N 2.24 4.58 1.73
H 1.74 1.68 0.96
H 1.90 0.00 1.46
H 0.49 0.94 1.98
H 3.38 1.44 2.82
H 2.18 0.66 3.82
H 2.44 3.04 4.47
H 0.82 2.78 3.83
C -0.68 1.85 -6.76
C -1.21 1.34 -8.10
C -2.26 2.28 -8.70
C -3.40 2.42 -7.80
N -4.30 2.52 -7.10
H -1.48 1.92 -6.02
H 0.08 1.18 -6.36
H -0.23 2.84 -6.86
H -1.65 0.35 -7.96
H -0.38 1.23 -8.80
H -2.61 1.90 -9.66
H -1.83 3.27 -8.87
C -3.47 2.03 4.84
C -2.85 1.11 5.89
C -2.56 -0.30 5.35
C -3.78 -0.95 4.89
N -4.75 -1.44 4.52
H -4.43 1.65 4.51
H -3.63 3.02 5.26
H -2.82 2.13 3.97
H -3.51 1.03 6.75
H -1.91 1.54 6.25
H -2.10 -0.92 6.11
H -1.87 -0.24 4.50
C -5.05 -5.22 -2.80
C -6.17 -5.87 -2.00
C -7.23 -4.85 -1.55
C -6.62 -3.83 -0.70
N -6.12 -3.03 -0.06
H -4.51 -4.49 -2.20
H -4.33 -5.96 -3.14
H -5.44 -4.71 -3.69
H -5.76 -6.37 -1.13
H -6.66 -6.63 -2.61
H -8.02 -5.34 -0.99
H -7.68 -4.36 -2.41
C 5.09 0.40 8.32
C 5.10 -0.21 6.93
C 4.30 0.62 5.92
C 2.90 0.71 6.33
N 1.81 0.78 6.69
H 4.08 0.45 8.73
H 5.69 -0.19 9.01
H 5.50 1.42 8.31
H 4.70 -1.22 6.97
H 6.13 -0.29 6.57
H 4.34 0.17 4.92
H 4.71 1.63 5.84
C 9.11 -3.35 5.78
C 8.11 -3.92 4.77
C 7.98 -3.05 3.52
C 7.50 -1.71 3.85
N 7.11 -0.67 4.11
H 8.79 -2.38 6.15
H 9.20 -4.01 6.64
H 10.10 -3.24 5.34
H 7.14 -4.03 5.25
H 8.43 -4.92 4.47
H 7.27 -3.50 2.82
H 8.94 -2.96 3.01
C 6.19 1.68 -1.37
C 6.41 2.56 -0.15
C 6.74 1.74 1.11
C 5.66 0.83 1.46
N 4.80 0.12 1.74
H 5.34 1.02 -1.24
H 5.99 2.30 -2.25
H 7.07 1.07 -1.59
H 5.52 3.16 0.04
H 7.24 3.25 -0.33
H 6.91 2.41 1.96
H 7.65 1.15 0.97
```

Calculated values
**Spin multiplicity**: 1
**Structure (SMILES)**: CC(=O)OC(=O)CC1=C(Cc2cccc(C)c2)C(=O)C([C@H](C)F)=C([PH2]=O)C1=O.CCCC#N.CCCC#N.CCCC#N.CCCC#N.CCCC#N.CCCC#N.CCCC#N
**Orbital gap**: 6.79 eV
**Net charge**: 0
**Energy above the lowest of the compared OMol25 structures with the same formula, charge and spin**: 0.000 eV